Computed, not measured: C35H36BN8O3PdS2 as an isolated structure, with ωB97M-V with the def2-TZVPD basis set.

Computed properties:
**Kohn-Sham gap (alpha / beta)**: 7.085 / 7.146 eV
**Multiplicity**: 3
**Max |F|**: 0.23 eV/Å
**Charge**: -1
**HOMO level (alpha / beta)**: -4.669 / -4.731 eV
**<S²>**: 2.01

Structure (XYZ):
```
86
C35H36BN8O3PdS2 (ωB97M-V with the def2-TZVPD basis set)
C -3.012 0.888 -2.604
N 0.802 -2.808 -0.133
Pd 0.197 0.441 -0.419
C -2.038 4.000 3.374
H -1.969 1.902 0.716
H -2.220 4.292 1.250
C -4.250 2.732 -1.664
H -4.718 3.206 -0.810
H 1.772 -5.993 -0.701
C 3.854 2.592 -0.198
N 2.013 1.483 0.381
C 5.164 0.123 1.925
C 4.018 -1.374 0.424
H 7.179 0.645 1.395
C 4.945 3.011 -1.120
N 1.598 -1.751 0.145
C 2.341 2.277 1.391
N -1.599 -0.669 -1.355
C 1.534 2.324 2.641
N -0.961 -0.512 1.309
O 0.009 1.711 -4.194
C -1.698 1.727 4.084
C -3.644 2.749 -3.988
H 4.031 3.700 1.700
H 0.610 2.886 2.493
H 3.723 -4.208 -0.339
C -1.854 3.071 4.390
C -2.369 -0.423 -2.407
H 7.169 -0.733 -0.662
H -1.818 3.396 5.423
C -3.638 1.498 -1.520
H 1.258 1.318 2.959
H 5.146 -2.012 -1.281
H -4.713 4.335 -3.015
C 2.846 -2.198 0.085
O 1.206 0.558 -2.393
H -3.622 0.998 -0.558
C -1.930 -2.588 -2.404
C -1.831 -4.045 -2.706
H 2.761 1.293 -1.484
H -0.843 -4.295 -3.097
C -1.855 -2.310 2.241
C 3.509 2.992 1.078
H -2.772 -3.858 3.357
H 0.292 -5.584 0.176
H -3.202 -1.744 -3.996
C -4.250 3.363 -2.901
C -2.078 3.578 2.052
N -1.343 -1.999 -1.339
C 2.865 -3.564 -0.248
C 0.962 -5.269 -0.626
H -2.008 -4.656 -1.821
C -2.239 -3.742 2.414
H -1.533 1.001 4.872
H 5.157 0.734 2.819
H -3.623 3.247 -4.949
C 6.292 -0.697 -0.028
H -2.566 -4.307 -3.465
C -1.579 -0.126 2.417
S -0.385 2.636 -1.464
H -2.502 1.065 -4.673
C 4.032 -0.598 1.579
H 5.589 3.741 -0.631
N 2.951 1.675 -0.559
H 4.519 3.455 -2.021
C 1.538 -3.918 -0.358
O 1.965 2.737 -3.153
C -1.724 1.299 2.760
H 3.144 -0.568 2.197
S 0.791 1.895 -2.992
C -1.933 2.233 1.746
C 6.298 0.076 1.125
H 5.554 2.155 -1.414
B -0.733 -2.662 -0.074
H 2.101 2.800 3.442
C 5.160 -1.419 -0.374
C -2.600 -1.612 -3.113
H -2.150 5.050 3.614
H 0.395 -5.298 -1.555
C -2.140 -1.241 3.063
H -2.886 -4.084 1.606
N -1.149 -1.849 1.185
H -2.718 -1.251 3.972
H -1.198 -3.763 0.024
H -1.363 -4.391 2.431
C -3.030 1.514 -3.844
```

Computed, not measured: C35H36BrN7O6PS2W as an isolated structure at a distorted geometry, with ωB97M-V with the def2-TZVPD basis set.

Computed properties:
**Energy relative to the best compared isomer or geometry (same formula, charge and spin)**: 3.681 eV
**Kohn-Sham gap (alpha / beta)**: 4.630 / 5.109 eV
**Multiplicity**: 3
**Max |F|**: 2.73 eV/Å
**Charge**: +1
**HOMO level (alpha / beta)**: -9.290 / -10.175 eV
**<S²>**: 2.09

Structure (XYZ):
```
89
C35H36BrN7O6PS2W (ωB97M-V with the def2-TZVPD basis set)
H 0.560 -1.411 5.907
C 2.004 2.961 1.427
C -0.042 -1.428 3.857
H 0.353 -3.492 -3.950
C -0.373 0.267 -3.573
C 0.976 -3.396 0.061
C 0.824 -1.144 4.896
H 0.810 -0.644 -7.068
H 3.508 -4.972 -0.137
H 0.888 -5.389 0.009
H -4.638 -3.673 -1.348
C 1.353 -0.021 0.830
H -5.892 0.614 0.290
H -0.572 1.321 -3.463
O 1.830 -3.245 -5.890
H 3.162 1.363 -1.738
H 3.208 0.381 3.029
C 2.561 0.711 0.237
C 1.300 -2.170 -5.967
C -3.784 -3.098 -0.991
H 2.726 6.850 0.140
S -0.746 -3.354 0.646
H 2.615 -5.850 -1.393
C 0.922 5.747 0.488
H -2.632 -3.400 3.404
O -4.154 -0.318 0.745
C 1.838 6.206 -1.699
C -1.376 1.483 2.342
C 3.133 -3.829 -1.921
O -1.954 0.340 2.029
N 0.831 -1.171 0.098
H -4.158 -3.959 2.684
H 3.919 -4.239 -2.550
H -5.928 -0.285 1.829
C 2.726 -4.881 -0.900
C 1.904 6.337 -0.332
C -0.148 1.726 1.661
S -1.962 -0.038 -1.354
H -0.947 -2.676 -1.977
C -5.587 -0.299 0.796
N 0.236 -1.111 2.592
C 2.801 2.082 0.797
H -2.875 -3.695 -1.104
H -1.110 4.538 -1.957
C -0.865 -0.625 -2.622
C -0.263 5.020 -1.491
H 0.747 0.516 -5.363
H -4.185 -3.077 4.234
N 0.122 0.725 0.768
C 0.770 5.523 -2.276
C 0.588 -1.564 -4.799
Br 0.738 5.231 -4.148
H 3.804 2.427 0.581
H 2.612 6.620 -2.327
C 0.655 2.831 1.911
C 2.330 0.839 -1.277
C 0.142 -2.442 -3.813
H -2.674 2.166 3.916
H 2.717 -0.268 5.391
P -3.314 -1.603 1.158
O -3.864 -1.903 2.626
H -1.440 4.303 4.200
H 1.406 1.390 -1.461
C 1.388 -0.461 2.306
H -1.006 4.757 0.483
C -0.576 -1.984 -2.728
H -5.995 -1.168 0.284
H 2.463 3.907 1.692
H 2.291 -3.558 -2.553
H 3.456 0.101 0.396
C -1.092 3.551 3.511
C 2.022 -0.504 4.602
W -1.003 -0.882 0.700
N 1.097 5.754 1.824
N 0.422 5.127 2.669
N 1.452 -4.597 -0.260
C -3.691 -3.166 3.268
C 0.357 -0.200 -4.652
H -0.999 -1.914 4.027
N 1.600 -2.277 -0.036
O -4.029 -2.838 0.390
O 1.298 -1.477 -7.111
C -0.198 5.135 -0.125
C 0.042 3.860 2.719
C -1.794 2.386 3.334
H -3.697 -2.168 -1.559
C 2.305 -0.148 3.286
H 2.248 -0.149 -1.725
H 3.499 -2.935 -1.426
```

Computed, not measured: C35H36ClIrN4O2PS as an isolated structure, with ωB97M-V with the def2-TZVPD basis set.

Computed properties:
**Energy relative to the best compared isomer or geometry (same formula, charge and spin)**: 0.000 eV
**Kohn-Sham gap**: 8.285 eV
**Max |F|**: 0.48 eV/Å
**Charge**: +1
**HOMO level**: -10.802 eV

Structure (XYZ):
```
81
C35H36ClIrN4O2PS (ωB97M-V with the def2-TZVPD basis set)
C 2.610 -1.982 -4.399
C 4.518 0.732 2.200
H 2.734 -2.883 -4.999
C -1.343 1.723 3.073
C 0.074 1.638 -3.459
C -4.335 -0.451 -1.470
C -1.573 -2.254 1.440
O 0.103 0.445 -2.961
C 0.398 4.049 -2.816
C -0.210 -1.976 1.593
H 1.369 5.242 0.188
H -2.102 2.487 -0.663
H -1.821 3.661 2.295
C -4.948 0.751 -1.169
C -1.118 2.849 2.113
S -0.034 -2.094 -1.315
Cl -5.265 -1.846 -1.876
H -1.544 -5.598 1.853
H 1.632 0.401 3.932
C -2.039 2.018 4.244
H -6.025 0.839 -1.183
H 3.592 -1.640 -4.083
H -4.552 2.796 -0.636
C -2.761 1.654 -0.858
C -1.645 -0.168 5.104
C 4.030 0.567 0.915
C -1.184 -4.581 1.774
H 2.483 -2.252 2.760
C 2.128 0.235 -0.723
H -0.102 -1.209 -5.827
P 0.123 -0.183 1.401
H -2.741 1.352 6.156
H 2.335 -2.363 -2.335
C 0.243 2.734 -2.429
C 0.689 -3.024 1.816
H -0.585 -1.486 3.842
H -3.127 -3.727 1.415
H -0.115 3.258 2.251
C -4.132 1.827 -0.863
C 0.758 4.992 -1.868
H -1.733 -0.912 5.884
H 0.884 6.031 -2.141
C 1.015 4.563 -0.575
H -2.465 -1.498 -1.626
H 0.855 -5.136 2.074
H -1.220 2.528 1.081
C -0.986 -0.488 3.929
C -0.243 -2.202 -5.399
H 2.656 -3.834 2.006
H 0.582 -2.852 -5.670
C 0.825 3.230 -0.259
O -0.010 1.913 -4.637
C 2.672 0.346 0.685
C -2.200 1.090 5.256
N -2.172 0.481 -1.123
H 1.066 2.839 0.715
C -0.837 0.429 2.879
Ir 0.071 0.280 -0.897
C 1.831 0.258 1.794
H 4.707 0.627 0.070
C 2.313 0.450 3.090
C 0.517 -2.131 -2.994
C 3.658 0.693 3.294
H -1.155 -2.636 -5.802
N -0.390 -2.130 -3.950
H 2.575 -0.633 -1.218
H 4.039 0.850 4.294
H 2.533 1.094 -1.274
N 1.824 -2.226 -3.192
C -2.068 -3.540 1.531
H 0.268 4.283 -3.864
N 0.374 2.341 -1.147
C 0.168 -4.316 1.905
C -2.955 -0.552 -1.438
H 2.581 -2.376 1.014
C 2.182 -2.859 1.907
H -2.266 -1.436 1.262
H -2.445 3.015 4.363
H 5.575 0.912 2.353
H 2.157 -1.194 -4.993
H -1.295 -1.831 -3.624
```

Computed, not measured: an isolated ion of composition C35H36F3N2 and charge +1 at a distorted geometry, with ωB97M-V with the def2-TZVPD basis set.

Computed properties:
**Kohn-Sham gap**: 8.414 eV
**Max |F|**: 7.87 eV/Å
**Charge**: +1
**HOMO level**: -11.610 eV

Structure (XYZ):
```
76
C35H36F3N2 (ωB97M-V with the def2-TZVPD basis set)
C -1.587 4.083 -0.373
C 0.549 2.512 -2.517
H -0.329 4.952 6.928
H -2.420 3.907 -6.611
C -3.227 2.070 3.684
C -3.356 1.939 -4.166
C 0.743 3.542 4.171
H -3.605 2.556 -6.716
C -5.016 5.060 -1.997
H -3.417 4.043 1.367
C -0.148 3.589 5.246
N -1.343 2.167 1.326
H -2.051 0.235 1.881
C -3.077 4.373 -0.685
C 1.521 5.896 -1.430
H -0.385 0.285 1.428
F 1.621 7.284 -4.712
H 1.768 3.908 4.345
H -1.866 2.268 -7.014
C -0.862 2.473 -3.038
C 1.446 2.801 1.909
C -5.801 5.036 -0.835
C -1.118 2.820 -4.365
F 2.326 8.660 -3.087
H 0.613 3.053 -1.571
C 2.088 7.354 -3.414
N -1.627 1.733 -0.847
C -2.368 2.546 -4.944
H 1.181 3.057 -3.221
C 1.101 6.712 -2.477
C -1.436 3.103 5.030
H -6.824 5.424 -0.867
C -0.733 5.137 -1.097
H 2.423 3.106 2.315
H 1.317 4.372 6.603
C -4.258 1.059 -2.011
C 0.360 3.030 2.918
H -0.330 3.288 -4.970
H 0.890 4.821 0.311
H -3.325 1.149 4.280
H 0.983 1.514 -2.352
H -5.449 5.414 -2.954
F 3.277 6.690 -3.374
C -1.851 2.635 3.763
C -1.478 2.751 0.076
H -2.152 3.093 5.858
H -5.170 1.142 -2.595
C 0.264 4.090 6.610
C 0.579 5.233 -0.652
H 2.569 5.808 -1.227
H 0.137 3.318 7.374
C -3.644 4.746 -1.903
C -3.888 4.295 0.422
C -1.909 2.005 -2.221
C -1.360 0.698 1.187
H -2.726 0.078 -0.355
H -1.004 4.149 0.594
H -4.103 -0.017 -1.860
C -1.724 0.469 -0.224
C -1.194 6.223 -1.872
C -0.986 2.702 2.625
C -2.587 2.837 -6.404
H -4.334 1.669 -4.588
H 1.297 3.409 1.010
C -3.154 1.679 -2.802
H -3.540 1.861 2.657
H -2.251 6.578 -1.865
H 1.505 1.748 1.588
C -5.236 4.604 0.370
H -3.064 4.769 -2.838
H -5.829 4.609 1.287
H -3.953 2.772 4.107
H -4.480 1.553 -1.058
C -0.254 6.916 -2.636
H -0.591 7.650 -3.381
H -1.055 -0.165 -0.780
```

Computed, not measured: C35H36IN2NiSSb2 as an isolated structure, with ωB97M-V with the def2-TZVPD basis set.

Computed properties:
**Kohn-Sham gap (alpha / beta)**: 6.384 / 6.384 eV
**Max |F|**: 0.56 eV/Å
**Charge**: +1
**HOMO level (alpha / beta)**: -10.300 / -10.299 eV

Structure (XYZ):
```
78
C35H36IN2NiSSb2 (ωB97M-V with the def2-TZVPD basis set)
H 3.280 -5.255 2.144
C 3.915 -1.336 -0.950
H 3.795 1.290 1.198
H 1.323 3.922 0.951
C -4.031 0.343 -5.147
C -4.624 1.560 -3.163
C 3.446 -0.168 -0.356
C -4.072 -2.110 2.923
C -4.022 -2.408 1.570
S -0.842 2.571 -1.825
C 4.135 0.370 0.732
C -0.678 -1.457 -1.742
H 3.723 -2.961 2.960
H -2.996 5.166 -0.597
H -2.915 -2.237 -0.249
C 0.857 -3.599 0.463
H 3.652 2.919 4.394
H 3.410 -1.763 -1.807
C 1.560 3.218 1.743
H -1.130 -0.484 3.251
H -4.231 -0.451 -5.855
C 5.702 -1.450 0.654
C -3.026 -1.424 3.523
C 2.920 -3.144 2.258
H -1.370 4.709 -0.208
C -2.210 3.582 -1.649
H 0.690 0.191 2.991
H -1.834 2.863 -4.581
C -2.676 2.201 -4.437
H -1.375 -0.729 -2.165
H 0.393 -2.046 -3.501
Sb -0.213 -0.801 0.232
C 0.610 -1.554 -2.548
C -1.884 -1.322 1.412
C -2.932 1.171 -5.329
C 1.264 -0.203 -2.836
H 6.579 -1.949 1.046
C -1.493 2.352 1.546
I -3.454 1.837 0.808
H -4.836 -2.943 1.099
H 5.395 -2.886 -0.911
C 2.143 -2.084 1.814
C -1.933 -1.028 2.770
N -2.200 4.569 -0.756
C 2.884 2.663 3.677
H 0.575 0.437 -3.392
H 2.147 -0.338 -3.465
C 1.638 -4.658 0.901
H -1.483 1.940 2.549
C 2.195 1.464 3.787
H -3.063 -1.192 4.579
C 5.252 -0.275 1.241
H -4.095 4.012 -2.204
H -1.492 3.437 1.636
H 1.437 -5.660 0.547
H 3.083 4.484 2.562
C 1.114 -2.306 0.909
C 1.207 1.135 2.868
H 2.426 0.778 4.594
H 2.364 -1.088 2.168
H -5.744 -0.093 -3.930
H -1.176 -2.426 -1.698
H 1.310 -2.213 -2.028
Sb 1.874 1.004 -1.149
C 5.038 -1.976 -0.446
C -4.881 0.543 -4.070
H 5.776 0.145 2.090
H -4.928 -2.413 3.511
C -3.519 2.377 -3.349
C -2.928 -2.014 0.811
C 2.562 3.539 2.652
C 0.890 1.995 1.819
H -5.272 1.717 -2.310
C 2.672 -4.429 1.799
H 0.044 -3.800 -0.228
Ni -0.152 1.700 0.299
N -3.289 3.441 -2.419
H -2.280 1.029 -6.180
```

Computed, not measured: C35H37BaClO4P2 as an isolated structure at a distorted geometry, with ωB97M-V with the def2-TZVPD basis set.

Computed properties:
**Kohn-Sham gap**: 6.154 eV
**Max |F|**: 1.77 eV/Å
**Charge**: 0
**HOMO level**: -6.925 eV

Structure (XYZ):
```
80
C35H37BaClO4P2 (ωB97M-V with the def2-TZVPD basis set)
H -1.780 4.123 -1.820
P -3.349 2.589 -0.618
C -5.529 6.492 0.625
H 5.042 -0.584 3.172
C -3.740 2.121 -7.807
C -3.591 5.419 -0.354
H 2.720 -1.135 5.038
H -2.133 0.868 -8.531
C 1.289 -0.544 -4.267
C 3.606 -1.516 4.508
H 0.307 0.159 1.636
H -4.603 2.490 -4.528
H 6.475 -2.487 4.998
H 1.309 -6.680 2.847
H -1.049 2.758 -3.665
C -1.308 1.246 0.709
H -4.025 2.471 -8.800
H -5.267 3.271 -6.791
C 4.509 -3.596 2.365
C 1.332 -5.767 2.220
H -2.214 -2.057 -3.514
C -6.121 5.238 0.825
C 0.203 0.300 -4.017
H 2.730 -3.356 1.267
H -2.607 5.509 -0.803
C -0.141 -2.478 -3.966
H -0.275 -3.561 -3.944
C -4.267 6.579 0.033
H 6.079 -2.109 2.648
O 4.445 -5.502 7.014
O 3.081 -5.493 5.048
C 3.519 -2.859 1.849
H -1.379 0.573 -0.147
H -3.798 7.550 -0.131
C 5.753 -3.089 3.022
H -5.922 3.102 0.560
C -4.437 2.573 -6.679
C 3.956 -0.755 3.262
C -2.119 3.191 1.915
C -0.361 1.020 1.707
O 3.221 -7.455 6.378
H 1.973 -2.586 -4.410
H -1.528 0.022 -6.284
H 6.585 -3.780 2.796
H 2.327 -1.104 1.860
C 5.621 -3.053 4.576
H 3.502 0.250 3.362
C -1.146 2.982 2.896
Ba 1.512 -4.003 4.154
C -2.995 1.235 -5.248
C -5.459 4.079 0.424
C -2.332 0.752 -6.385
H -7.104 5.168 1.292
C -2.177 2.351 0.794
H -2.824 4.016 2.021
H 4.427 -4.691 2.337
H -1.075 3.670 3.740
H 0.351 1.376 -4.021
H 0.480 1.726 3.571
C 3.398 -1.370 1.939
C 4.339 -2.478 5.090
H 4.082 -2.820 6.099
H 5.728 -4.088 4.948
C 1.121 -1.931 -4.233
H 2.143 -5.843 1.480
C -0.270 1.897 2.797
C -2.213 3.121 -1.928
C -1.818 2.360 -2.986
P -2.553 0.787 -3.496
C -1.229 -1.642 -3.729
H -6.052 7.398 0.929
C -2.685 1.216 -7.656
H 2.265 -0.110 -4.484
H 0.353 -5.617 1.726
Cl 4.003 -6.341 5.924
O 5.103 -6.756 5.087
C -4.068 2.132 -5.408
H 3.893 -0.863 1.086
C -4.175 4.162 -0.155
C -1.063 -0.242 -3.772
```